12
Properties=species:S:1:pos:R:3 method="wB97M-V/def2-TZVPD" e_tot_ha=-285.65277 smiles="CC(N)=O.O" charge=0 max_force_ev_per_a=1.15
C -0.42 1.02 1.19
C -0.25 1.47 -0.24
N -0.40 0.49 -1.18
O -0.06 2.62 -0.56
H -1.47 1.03 1.45
H -0.16 -0.04 1.28
H 0.23 1.63 1.81
H -0.51 -0.45 -0.88
H -0.43 0.87 -2.11
O 1.23 -2.49 -0.25
H 0.43 -2.95 -0.53
H 1.82 -3.20 0.03